[1]
ORCA calculation (wB97M-V/def2-TZVPD) on 2 unconnected molecules or ions with the total composition C2H6O in a non-equilibrium geometry.

Values from the calculation:
HOMO energy: -0.3753 Eh
ΔE to the lowest compared entry with this formula, charge and spin: 78.0 kJ/mol
E_LUMO: 1.0 eV
SMILES string: C=C.O
Kohn-Sham gap: 11.24 eV
total charge: 0

Each line ends with the Löwdin charge.
Positions of all 9 atoms, in Å:
1 C -1.276 -1.701 1.842  -0.097
2 C -0.375 -0.844 2.275  -0.099
3 H -2.050 -1.249 1.211  0.045
4 H -1.347 -2.776 2.043  0.052
5 H -0.361 0.200 1.941  0.051
6 H 0.417 -1.172 2.957  0.047
7 O 1.865 2.208 -3.926  -0.091
8 H 1.042 2.633 -3.594  0.045
9 H 2.085 2.702 -4.748  0.046

---

[2]
ORCA calculation (wB97M-V/def2-TZVPD) on C2H6O in the gas phase in a non-equilibrium geometry.

Values from the calculation:
HOMO energy: -0.3644 Eh
ΔE to the lowest compared entry with this formula, charge and spin: 66.2 kJ/mol
E_LUMO: 1.1 eV
SMILES string: COC
Kohn-Sham gap: 11.04 eV
total charge: 0

Each line ends with the Löwdin charge.
Positions of all 9 atoms, in Å:
1 C -0.032 -0.056 1.148  -0.139
2 O -0.241 0.788 0.037  -0.254
3 C -0.027 0.097 -1.138  -0.169
4 H -0.682 -0.937 1.141  0.081
5 H -0.194 0.681 2.007  0.110
6 H 1.062 -0.372 1.191  0.098
7 H 0.944 -0.427 -1.120  0.084
8 H 0.008 0.867 -1.934  0.096
9 H -0.839 -0.641 -1.332  0.094

---

[3]
ORCA calculation (wB97M-V/def2-TZVPD) on 2 unconnected molecules or ions with the total composition C2H6O in a non-equilibrium geometry.

Values from the calculation:
HOMO energy: -0.3433 Eh
ΔE to the lowest compared entry with this formula, charge and spin: 161.0 kJ/mol
E_LUMO: 0.7 eV
SMILES string: C=C.O
Kohn-Sham gap: 10.05 eV
total charge: 0

Each line ends with the Löwdin charge.
Positions of all 9 atoms, in Å:
1 C 0.000 0.000 0.000  -0.076
2 C -1.316 -0.293 0.283  -0.077
3 H 0.629 -0.868 -0.227  0.036
4 H 0.447 0.995 -0.108  0.031
5 H -1.407 -1.384 0.344  -0.032
6 H -2.200 0.306 0.529  0.053
7 O -2.225 -2.634 0.800  -0.096
8 H -2.508 -2.817 -0.124  0.081
9 H -2.075 -3.524 1.194  0.079

---

[4]
ORCA calculation (wB97M-V/def2-TZVPD) on 2 unconnected molecules or ions with the total composition C2H6O2 in a non-equilibrium geometry.

Values from the calculation:
HOMO energy (alpha / beta): -0.3004 / -0.2742 Eh
ΔE to the lowest compared entry with this formula, charge and spin: 509.8 kJ/mol
E_LUMO (alpha / beta): 0.2 / -0.3 eV
Kohn-Sham gap (alpha / beta): 8.40 / 7.14 eV
total charge: 0

Each line ends with the Löwdin charge.
Positions of all 10 atoms, in Å:
1 O 1.221 -0.303 0.533  -0.201
2 C 0.471 0.077 -0.625  -0.336
3 C -0.973 -0.145 -0.320  -0.224
4 O -1.164 -1.117 0.504  -0.017
5 H 1.381 0.629 1.171  0.177
6 H 0.619 1.109 -0.923  0.102
7 H 0.732 -0.575 -1.482  0.136
8 H -0.468 1.388 1.322  0.036
9 H -1.701 0.086 -1.125  0.134
10 H -0.117 -1.149 0.944  0.194

---

[5]
ORCA calculation (wB97M-V/def2-TZVPD) on C2H6O2 in the gas phase in a non-equilibrium geometry.

Values from the calculation:
HOMO energy: -0.3770 Eh
ΔE to the lowest compared entry with this formula, charge and spin: 347.3 kJ/mol
E_LUMO: 0.9 eV
SMILES string: CCOO
Kohn-Sham gap: 11.17 eV
total charge: 0

Each line ends with the Löwdin charge.
Positions of all 10 atoms, in Å:
1 C 0.819 0.732 -0.004  -0.089
2 C -0.641 0.383 0.271  -0.266
3 O -0.745 -1.043 0.521  -0.193
4 O -0.738 -1.830 -0.602  -0.047
5 H 0.905 1.752 -0.434  0.085
6 H 1.280 0.392 1.011  0.116
7 H 1.111 -0.007 -0.778  0.059
8 H -1.402 0.818 -0.393  0.120
9 H -0.785 0.796 1.276  0.113
10 H 0.194 -1.993 -0.869  0.103

---

[6]
ORCA calculation (wB97M-V/def2-TZVPD) on 2 unconnected molecules or ions with the total composition C2H6O2.

Values from the calculation:
HOMO energy: -0.3769 Eh
ΔE to the lowest compared entry with this formula, charge and spin: 147.3 kJ/mol
E_LUMO: 0.8 eV
SMILES string: C=O.CO
Kohn-Sham gap: 11.07 eV
total charge: 0

Each line ends with the Löwdin charge.
Positions of all 10 atoms, in Å:
1 C 1.583 2.925 -0.096  -0.146
2 O 0.984 2.193 -0.839  -0.010
3 H 2.594 3.260 -0.371  0.077
4 H 1.150 3.267 0.860  0.078
5 C -0.738 -2.622 0.710  -0.157
6 O -1.712 -2.063 -0.173  -0.132
7 H -0.109 -1.837 1.140  0.074
8 H -1.223 -3.166 1.528  0.072
9 H -0.146 -3.297 0.096  0.076
10 H -2.019 -1.209 0.135  0.067